(1)
The following is a quantum chemistry calculation of C33H41Cl2IrN2O2Te as an isolated structure at a distorted geometry, from OMol25.

Structure (XYZ):
```
82
Properties=species:S:1:pos:R:3:forces:R:3
Ir -0.2216 0.2609 -0.0804 0.90 -0.17 -0.02
C -1.8453 -0.3522 1.3716 -0.01 0.18 -0.49
C -1.7684 -1.3773 0.3378 -0.22 0.91 -0.04
C -0.9308 -2.4444 0.9036 0.55 -0.19 1.01
C -0.6003 -2.0493 2.2030 -0.14 -0.15 -0.59
C -1.1849 -0.8175 2.5376 -0.01 -0.11 0.12
C -1.2297 -0.2499 3.9231 0.06 0.16 0.25
C 0.1833 0.1498 4.3738 -0.10 0.00 -0.12
C -2.1507 0.9687 4.0141 0.11 -0.26 -0.04
C -1.7622 -1.3521 4.8589 0.01 0.13 -0.18
C -0.4229 -3.7654 0.3590 0.09 -0.27 -0.21
C 0.3511 -3.5669 -0.9473 -0.12 0.06 0.14
C 0.5696 -4.4170 1.3360 -0.14 0.12 -0.08
C -1.5677 -4.7750 0.1801 0.10 0.15 -0.02
C -2.9408 -1.4331 -0.6459 -0.20 0.02 -0.25
C -4.0655 -2.1987 0.0756 0.18 0.05 -0.09
C -3.4584 -0.0107 -0.9484 0.21 -0.21 0.10
C -2.6462 -2.0789 -2.0018 0.14 0.02 0.18
H -2.6043 0.4141 1.4070 -0.02 -0.03 -0.07
H 0.0001 -2.6160 2.8839 0.20 -0.16 0.11
H 0.5079 1.0361 3.8383 0.04 0.08 -0.01
H 0.8958 -0.6479 4.1765 0.10 -0.10 0.06
H 0.1864 0.3684 5.4377 0.00 0.00 0.17
H -1.8111 1.7590 3.3486 0.03 0.15 -0.07
H -2.1463 1.3535 5.0318 0.00 0.06 0.05
H -3.1752 0.7022 3.7609 -0.13 0.03 -0.03
H -1.0651 -2.1835 4.9216 0.05 -0.10 0.03
H -2.7157 -1.7297 4.4938 -0.10 -0.06 0.04
H -1.9053 -0.9493 5.8594 0.00 0.03 0.09
H 1.1987 -2.9078 -0.7633 0.12 0.03 -0.04
H -0.2613 -3.1386 -1.7325 -0.09 0.05 -0.11
H 0.7335 -4.5205 -1.3013 0.05 -0.14 -0.06
H 1.4121 -3.7632 1.5438 0.12 0.10 0.06
H 0.9605 -5.3267 0.8882 0.02 -0.09 -0.08
H 0.0905 -4.6973 2.2692 -0.04 -0.02 0.18
H -2.2644 -4.4919 -0.5995 -0.11 0.00 -0.06
H -2.1156 -4.8868 1.1132 -0.09 -0.05 0.08
H -1.1494 -5.7423 -0.0854 0.04 -0.13 -0.04
H -4.3154 -1.6991 1.0087 -0.08 0.05 0.12
H -3.7698 -3.2157 0.3085 -0.01 -0.15 0.01
H -4.9557 -2.2309 -0.5480 -0.10 0.00 -0.08
H -4.0069 0.4083 -0.1097 -0.02 0.12 0.09
H -4.1428 -0.0453 -1.7930 -0.01 0.01 -0.07
H -2.6299 0.6601 -1.1998 -0.12 0.07 -0.11
H -2.3404 -3.1142 -1.9156 0.05 -0.08 -0.04
H -1.8641 -1.5260 -2.5265 -0.01 -0.01 -0.06
H -3.5446 -2.0515 -2.6154 -0.07 0.00 -0.03
Cl 7.3046 1.4151 1.4229 0.19 0.10 0.08
C 5.7158 0.9780 0.9256 -0.39 0.06 0.01
C 5.5672 0.0492 -0.1163 -0.16 0.20 0.21
C 4.3133 -0.3283 -0.5179 -0.24 0.22 0.33
Cl 4.0985 -1.3987 -1.8435 0.52 -0.35 -0.02
C 3.1317 0.1581 0.1222 1.14 0.65 0.47
O 1.9943 -0.2781 -0.2565 -1.67 -0.23 -0.04
C 3.3169 1.1421 1.1394 -0.03 -0.59 -0.62
C 2.1847 1.7545 1.7679 0.49 0.22 0.25
O 0.9952 1.5364 1.5635 -0.54 -0.10 -0.08
C 4.6105 1.5393 1.5209 0.15 -0.21 -0.12
H 6.4415 -0.3542 -0.6025 0.06 -0.05 -0.06
H 2.4496 2.5210 2.5211 -0.14 -0.08 -0.03
H 4.7231 2.2836 2.2945 0.08 0.07 0.11
Te 0.9938 -0.6000 -2.6098 -0.58 -0.01 -0.91
C 0.4753 -0.2070 -4.6394 -0.21 0.15 0.46
C 1.2916 -0.7859 -5.6112 0.18 -0.16 0.29
C 0.9755 -0.6768 -6.9507 -0.09 0.09 -0.15
C -0.1537 0.0301 -7.3400 0.11 -0.07 0.06
C -0.9671 0.6115 -6.3808 -0.14 0.12 -0.11
C -0.6546 0.5039 -5.0393 -0.04 0.00 0.25
H 2.1725 -1.3374 -5.3103 0.05 -0.05 -0.01
H 1.6015 -1.1472 -7.6930 0.10 -0.02 -0.06
H -0.3947 0.1283 -8.3868 -0.06 -0.02 -0.10
H -1.8552 1.1455 -6.6833 -0.07 0.08 -0.02
H -1.3007 0.9550 -4.2967 -0.06 0.01 0.02
N 0.0331 3.1021 -1.3496 0.28 0.26 -0.24
C 0.2640 4.3426 -0.8914 -0.09 -0.24 0.14
C -0.4110 4.4587 0.3048 -0.11 -0.06 -0.07
C -1.0362 3.2262 0.4909 0.10 0.38 -0.26
N -0.7622 2.4096 -0.5219 -0.01 -0.69 0.19
H 0.3503 2.6862 -2.2151 -0.05 -0.03 0.16
H 0.8907 5.0320 -1.4206 0.05 0.14 -0.16
H -0.4516 5.3094 0.9506 0.00 0.22 0.11
H -1.6655 2.9074 1.2975 -0.05 -0.16 0.16
```
Forces are in eV/Å.

Summary:
multiplicity	6
E_HOMO (alpha / beta)	-10.19 / -10.58	eV
Kohn-Sham gap (alpha / beta)	7.38 / 5.71	eV
charge	+1
⟨S²⟩	8.79
ΔE to the lowest compared entry with this formula, charge and spin	0.831	eV

Here are the Mulliken charges for atoms 1 to 4, given in e: number 1, Ir, carries 3.668; number 2, C, carries -0.001; number 3, C, carries 0.372; number 4, C, carries -1.107

---

(2)
The following is a quantum chemistry calculation of C33H41ClN5SV as an isolated structure at a distorted geometry, from OMol25.

Structure (XYZ):
```
82
Properties=species:S:1:pos:R:3:forces:R:3
V -0.1957 -0.0522 0.0682 -3.12 -1.59 -0.08
C -1.3079 -3.1540 -0.6393 -0.07 0.10 -0.02
C 0.1591 -3.0635 -0.3678 0.05 -0.52 -0.05
C 0.9318 -4.2255 -0.2436 0.19 0.18 -0.01
C 2.2997 -4.1253 -0.0740 -0.30 0.06 -0.11
C 2.8875 -2.8661 -0.0615 -0.31 0.54 -0.07
C 2.0626 -1.7543 -0.1682 0.62 -0.94 0.01
N 0.7230 -1.8595 -0.2870 0.42 -0.71 0.06
C 2.5559 -0.3718 -0.1086 0.64 0.13 0.01
C 3.8724 0.0465 -0.2708 -0.26 0.00 0.01
C 4.1557 1.4056 -0.1835 -0.24 -0.24 0.07
C 3.1440 2.3052 0.1087 -0.49 -0.06 0.13
C 1.8471 1.8200 0.2821 0.83 0.07 -0.27
N 1.5819 0.5156 0.1298 2.84 0.95 0.23
C 0.6446 2.5937 0.5619 -0.52 1.06 0.33
C 0.6510 3.9303 0.9525 0.12 -0.63 -0.11
C -0.5595 4.5407 1.2397 -0.43 -0.31 -0.15
C -1.7278 3.8222 1.0398 0.48 0.20 0.12
C -1.6747 2.5075 0.5792 -0.26 0.24 -0.01
C -2.9505 1.8111 0.2279 -0.05 -0.22 0.15
N -0.5040 1.8852 0.4081 -0.05 1.82 0.39
H -1.8031 -3.8104 0.0764 -0.02 0.08 0.05
H -1.4543 -3.5952 -1.6271 -0.04 0.05 -0.02
H -1.7894 -2.1692 -0.6290 0.03 -0.24 0.03
H 0.4587 -5.1956 -0.2847 -0.09 0.00 -0.01
H 2.9072 -5.0107 0.0300 0.04 -0.09 0.02
H 3.9536 -2.7523 0.0513 0.08 0.00 0.02
H 4.6631 -0.6552 -0.4798 0.01 -0.12 -0.03
H 5.1644 1.7545 -0.3390 0.11 0.04 0.01
H 3.3576 3.3591 0.1871 -0.02 0.09 0.05
H 1.5766 4.4699 1.0709 0.12 0.00 0.01
H -0.5975 5.5615 1.5846 0.02 0.11 0.07
H -2.6860 4.2705 1.2427 -0.17 0.06 -0.04
H -3.4786 1.5283 1.1386 0.01 -0.04 -0.11
H -2.7794 0.9145 -0.3728 -0.10 0.20 0.06
H -3.6073 2.4994 -0.3030 0.00 0.01 -0.11
Cl -2.9281 1.2732 3.5540 -0.31 0.17 0.10
C -1.2491 0.9283 3.7485 0.59 -0.28 -0.13
C -0.5897 1.5278 4.8069 0.08 0.01 -0.09
C 0.7257 1.1929 5.0800 0.08 -0.11 -0.18
C 1.3634 0.2235 4.3142 0.12 0.24 0.18
C 0.7129 -0.3604 3.2481 -0.42 0.11 -0.18
C -0.6098 -0.0083 2.9082 0.41 0.31 0.92
C -1.2647 -0.6220 1.7745 -0.47 -0.44 -0.93
H -1.1107 2.2415 5.4246 -0.09 0.05 0.07
H 1.2401 1.6704 5.8979 0.04 -0.01 0.14
H 2.3633 -0.0878 4.5714 0.14 -0.02 0.01
H 1.2055 -1.1497 2.6863 -0.03 -0.01 -0.01
H -2.3380 -0.4300 1.7553 0.10 -0.22 -0.09
H -1.0466 -1.6943 1.7060 -0.21 0.02 0.21
C -4.5339 3.1896 -3.3013 -0.01 0.28 0.02
C -3.8733 4.5637 -3.2688 0.11 -0.13 -0.17
C -2.4045 4.5775 -3.7055 -0.06 0.17 0.22
C -1.4171 4.1097 -2.6285 -0.05 0.52 -0.32
N -1.3773 2.6599 -2.5447 -0.13 0.00 0.01
C -0.3940 1.7833 -2.5877 -0.20 -0.24 0.04
S -0.8339 0.1407 -2.1915 -0.02 -0.63 -0.61
N 0.8842 1.9726 -2.8970 0.10 -0.19 0.04
C 1.6180 3.1554 -3.3405 -0.20 0.60 -0.20
C 1.2153 3.7211 -4.7092 0.32 -0.13 0.02
C 1.7943 2.9764 -5.9098 -0.28 0.00 0.08
C 1.1825 1.6013 -6.1248 0.17 0.13 -0.07
H -5.6047 3.2983 -3.1438 -0.05 -0.14 0.05
H -4.1573 2.5320 -2.5185 -0.08 -0.19 0.10
H -4.3816 2.7092 -4.2647 0.00 -0.11 -0.09
H -3.9563 4.9911 -2.2682 -0.05 0.14 0.05
H -4.4299 5.2164 -3.9407 0.00 0.07 0.03
H -2.1330 5.5991 -3.9720 0.05 0.02 -0.02
H -2.2958 3.9664 -4.6033 0.15 0.01 -0.08
H -1.7434 4.4911 -1.6541 0.09 -0.03 -0.05
H -0.4211 4.4995 -2.8121 -0.04 -0.03 -0.01
H -2.3043 2.2567 -2.4285 0.44 -0.16 0.06
H 1.4104 1.1065 -2.9452 -0.32 0.14 0.10
H 2.6677 2.8644 -3.3852 -0.01 -0.02 0.14
H 1.5184 3.9261 -2.5707 0.12 -0.05 -0.02
H 1.5780 4.7491 -4.7366 -0.09 0.11 0.05
H 0.1308 3.7465 -4.8017 -0.13 0.09 0.01
H 2.8768 2.8944 -5.8135 0.12 0.05 0.01
H 1.6034 3.5825 -6.7946 0.05 0.06 -0.04
H 1.4813 0.8988 -5.3510 0.00 -0.19 0.07
H 1.5067 1.2062 -7.0809 0.03 -0.20 -0.10
H 0.0974 1.6586 -6.1429 -0.19 -0.04 0.02
```
Forces are in eV/Å.

Summary:
multiplicity	3
E_HOMO (alpha / beta)	-12.99 / -12.93	eV
Kohn-Sham gap (alpha / beta)	6.04 / 6.16	eV
charge	+2
⟨S²⟩	2.08
ΔE to the lowest compared entry with this formula, charge and spin	0.901	eV

Here are the Mulliken charges for atoms 1 to 4, given in e: number 1, V, carries -0.690; number 2, C, carries -1.395; number 3, C, carries 1.068; number 4, C, carries -1.000

---

(3)
The following is a quantum chemistry calculation of C33H41N5PbSe as an isolated structure at a distorted geometry, from OMol25.

Structure (XYZ):
```
81
Properties=species:S:1:pos:R:3:forces:R:3
Pb -0.6302 -0.3377 -0.3122 1.00 -0.17 -0.18
N 1.1360 -3.3757 3.3390 -0.62 0.86 0.88
N -0.1465 -3.1837 -2.5301 2.02 2.52 4.41
C 1.5384 2.2745 -0.2517 0.14 -0.33 0.83
C 2.5148 1.2763 0.0299 -1.18 0.37 0.85
C 2.3979 0.9383 1.4143 -0.50 1.05 -0.52
C 3.1545 -0.0932 2.1385 0.48 -0.47 0.21
H 4.0878 -0.3445 1.6265 0.17 0.05 0.15
H 2.5449 -1.0388 2.2229 0.52 0.46 0.05
H 3.3549 0.2066 3.1760 0.17 -0.08 -0.10
C 1.3547 1.7258 1.9720 0.56 -0.22 -1.17
C 0.8184 1.7108 3.3464 -0.05 0.25 0.66
H 1.0366 2.6705 3.8488 -0.09 -0.10 0.16
H 1.2431 0.9080 3.9558 -0.05 0.01 -0.09
H -0.2768 1.5966 3.3549 0.10 -0.10 0.06
C 0.8463 2.5661 0.9553 0.44 -0.83 -0.50
C -0.1779 3.6099 1.1789 -0.26 0.35 0.18
H -1.0452 3.2131 1.7254 -0.03 0.12 -0.03
H -0.5363 4.0459 0.2411 -0.04 0.00 0.05
H 0.2305 4.4339 1.7894 -0.18 0.04 -0.05
C 3.4637 0.7229 -0.9628 0.46 0.01 -0.35
H 4.3034 1.4212 -1.1295 0.05 -0.19 -0.10
H 2.9967 0.5638 -1.9486 0.04 -0.02 0.22
H 3.8865 -0.2326 -0.6341 -0.02 0.05 -0.08
C 1.3227 2.9432 -1.5561 0.09 0.28 -0.41
H 0.3340 3.4212 -1.6056 0.14 -0.08 -0.07
H 1.3891 2.2404 -2.4007 -0.04 0.12 0.06
H 2.0731 3.7346 -1.7286 -0.11 -0.02 -0.19
C 0.4563 -4.3057 4.0061 -0.50 -0.37 -0.58
H 0.7429 -4.4552 5.0637 0.09 -0.25 -0.57
C -0.6106 -5.0200 3.4514 0.28 0.48 0.66
H -1.1683 -5.6463 4.1447 -0.07 -0.26 -0.46
C -0.9200 -4.8273 2.0817 0.50 0.33 0.06
H -1.6190 -5.5711 1.6370 0.55 0.97 -0.11
C -0.3274 -3.7339 1.4330 1.12 -0.58 0.89
H -0.3539 -3.5615 0.3565 -0.52 0.00 0.15
C 0.5777 -2.8521 2.2168 0.17 -0.40 -0.32
C 0.8416 -1.3980 2.0344 -0.53 -2.64 -3.43
H 1.1591 -1.4118 0.7757 -0.66 0.30 2.13
C -0.5351 -1.8672 -2.6612 -1.08 -2.86 -0.33
C 1.1447 -3.2011 -3.1014 -2.14 -2.00 -1.96
H 1.9954 -3.8811 -2.9281 -1.05 -0.22 0.00
C 1.0211 -2.4252 -4.1846 0.87 1.21 -0.28
H 1.5501 -2.5945 -5.1001 -0.18 0.47 0.01
N -0.0116 -1.4684 -3.8988 1.22 -1.02 0.34
C -0.0541 -0.1751 -4.3882 0.50 1.12 0.01
C 1.0609 0.3306 -5.0787 0.03 1.63 -1.27
C 0.9473 1.5671 -5.7823 -0.47 -0.49 0.83
H 1.7341 1.9062 -6.4646 -0.01 -0.18 0.46
C -0.1698 2.3865 -5.6042 -0.43 -0.40 -0.14
C -0.3587 3.6818 -6.3485 -0.01 -0.05 -0.03
H -0.9046 4.3931 -5.7214 0.15 0.03 -0.09
H -0.9574 3.5293 -7.2542 0.09 0.03 0.01
H 0.5978 4.1157 -6.6401 -0.01 0.10 -0.01
C -1.1931 1.9643 -4.7539 0.76 -1.26 0.23
H -2.0673 2.6116 -4.6290 0.26 -0.29 0.25
C -1.1292 0.6951 -4.1052 -0.07 1.41 -0.77
C -2.1968 0.3531 -3.1282 -1.16 -0.55 0.23
H -2.1690 -0.7481 -2.9483 -0.42 1.00 0.05
H -3.1895 0.6752 -3.4864 0.25 -0.04 -0.06
H -2.0861 0.8626 -2.1406 0.19 -0.27 -0.72
C 2.4097 -0.3220 -5.0557 1.12 -0.43 -0.78
H 2.4095 -1.2900 -5.5669 0.22 0.53 0.38
H 2.7952 -0.4469 -4.0261 -0.31 -0.12 -0.52
H 3.1836 0.2080 -5.6327 -0.43 0.65 0.30
C -0.7230 -1.3495 5.3868 0.34 0.06 0.10
N -2.0060 -0.7587 5.0668 -0.15 0.40 -0.31
C -2.6012 0.1965 5.8756 -0.59 -0.26 -0.66
C -3.7474 0.5780 5.2698 0.43 -0.26 0.07
N -3.8408 -0.1304 4.0774 -0.04 0.39 0.09
C -4.8658 0.1249 3.0786 -0.15 0.22 0.10
C -2.7025 -0.8791 3.8893 -0.07 -0.12 -0.54
Se -2.1414 -1.5373 2.2343 -1.49 0.27 1.43
H -0.7829 -2.4317 5.5383 -0.18 0.16 -0.18
H -0.4334 -0.8783 6.3309 0.23 -0.16 -0.14
H 0.0293 -1.1442 4.6170 -0.19 -0.04 -0.05
H -2.1365 0.5597 6.7652 0.09 -0.02 0.31
H -4.4497 1.3281 5.5683 -0.25 0.07 -0.02
H -5.7768 -0.4613 3.2538 0.24 -0.09 0.09
H -5.1362 1.1821 3.1542 0.02 -0.07 -0.13
H -4.5070 -0.0940 2.0671 0.22 -0.01 0.37
```
Forces are in eV/Å.

Summary:
multiplicity	1
E_HOMO (alpha / beta)	0.25 / 0.62	eV
Kohn-Sham gap (alpha / beta)	4.07 / 3.71	eV
charge	-2

Here are the Mulliken charges for atoms 1 to 4, given in e: number 1, Pb, carries 0.469; number 2, N, carries -0.544; number 3, N, carries -0.620; number 4, C, carries 0.963

---

Molecular weight in Da, matching the order above: 888.43 626.19 793.89